1.
{
  "formula": "C4HClNO2",
  "method": "ωB97M-V/def2-TZVPD",
  "symbols": ["C", "C", "C", "C", "N", "O", "O", "Cl", "H"],
  "positions_angstrom": [[-0.034, 0.091, 0.582], [-0.451, -0.283, 1.900], [-1.567, 0.358, 1.280], [-0.700, 2.587, -0.703], [-0.831, 1.208, 0.451], [-1.567, 3.365, -0.496], [0.255, 2.336, -1.363], [-0.457, -1.907, 2.555], [0.301, -0.531, -0.238]],
  "atomic_forces_ev_per_a": [[0.1, 0.7, 0.6], [0.8, -0.2, -0.2], [-1.4, 1.0, 0.0], [-0.2, -0.7, 0.2], [0.6, -0.8, -0.1], [-0.8, 0.6, 0.3], [0.9, -0.2, -0.6], [0.0, -0.3, -0.1], [0.1, -0.1, -0.2]],
  "e_above_lowest_kcal_mol": 39.0,
  "homo_lumo_gap_ev": 7.470,
  "total_charge": -1,
  "homo_ev": -3.97,
  "smiles": "O=C([O-])N1C2=C(Cl)[C@@H]21"
}

---

2.
{
  "formula": "C4HClO",
  "method": "ωB97M-V/def2-TZVPD",
  "symbols": ["C", "C", "C", "C", "O", "Cl", "H"],
  "positions_angstrom": [[-0.755, 1.250, -0.388], [-1.688, 2.048, 0.153], [-1.869, -1.143, 0.201], [0.285, 0.731, -0.483], [-2.832, -1.564, -0.255], [-3.180, 1.346, -0.507], [1.403, 0.676, -0.695]],
  "atomic_forces_ev_per_a": [[-1.7, 1.9, 0.9], [-3.2, 0.4, -0.3], [-2.3, -1.8, -0.6], [7.6, -1.7, -2.1], [2.1, 0.6, 0.9], [-0.2, 1.2, 0.5], [-2.3, -0.6, 0.7]],
  "e_above_lowest_kcal_mol": 18.2,
  "homo_lumo_gap_ev": 7.856,
  "total_charge": 0,
  "homo_ev": -9.55
}

---

3.
{
  "formula": "C4HF3",
  "method": "ωB97M-V/def2-TZVPD",
  "symbols": ["C", "C", "C", "C", "F", "F", "F", "H"],
  "positions_angstrom": [[0.144, 1.858, -0.121], [0.119, 1.829, 1.070], [-1.817, -1.346, -1.508], [-1.947, -0.429, -0.799], [0.046, 1.704, 2.325], [-1.690, -2.440, -2.176], [-2.137, 0.647, -0.095], [0.134, 2.279, -1.132]],
  "atomic_forces_ev_per_a": [[0.4, 1.3, -1.2], [0.1, 0.0, -0.4], [0.2, -1.9, -1.1], [-0.5, 2.4, 1.5], [0.0, -0.2, 0.8], [0.1, 0.2, 0.0], [-0.4, -0.9, -0.4], [0.1, -0.8, 0.9]],
  "e_above_lowest_kcal_mol": 48.0,
  "homo_lumo_gap_ev": 11.062,
  "total_charge": 0,
  "homo_ev": -10.40,
  "smiles": "FC#CF.C#CF"
}

---

4.
{
  "formula": "C4HLiO4Tb",
  "method": "ωB97M-V/def2-TZVPD",
  "symbols": ["O", "C", "C", "C", "H", "Li", "O", "C", "O", "O", "Tb"],
  "positions_angstrom": [[0.814, 0.010, -0.143], [0.756, -0.505, -1.147], [3.302, 0.854, 2.189], [4.001, 0.071, 1.406], [4.272, -0.091, 0.372], [1.273, 1.176, 1.582], [4.735, -0.354, 2.710], [3.826, -0.788, 3.576], [4.136, -1.377, 4.614], [2.782, -0.031, 3.437], [2.744, -1.910, 6.604]],
  "atomic_forces_ev_per_a": [[0.0, 0.2, 0.3], [0.0, -0.1, -0.2], [-5.5, 2.4, -3.3], [0.6, 0.9, 3.0], [0.8, 0.1, 0.5], [0.3, 0.2, -0.2], [1.7, -5.3, -0.7], [1.7, 4.1, -0.5], [-1.2, -2.2, 2.4], [0.3, -0.8, 0.1], [1.2, 0.4, -1.6]],
  "homo_lumo_gap_ev": [6.254, 5.204],
  "total_charge": 2,
  "homo_ev": [-14.76, -14.76],
  "s_squared": 15.77,
  "spin_multiplicity": 8
}

---

Results for DFT total energy: -818.36783 -688.22590 -452.36015 -1285.16846 (in a.u., following the order of the records).